1.
ORCA calculation (ωB97M-V/def2-TZVPD) on an isolated molecule of C2H6N4O at a distorted geometry.

Last column: Mulliken charge in e.
Geometry (Å):
H: -0.0099 -2.5064 2.2502  0.27
N: -0.6631 -2.2909 1.4914  -0.71
N: -0.2739 -1.6423 0.5500  0.44
N: -1.3953 -0.6119 0.1106  -0.49
C: -0.8307 0.5030 -0.0592  0.58
N: -1.3096 1.7115 -0.4438  -0.43
O: 0.6287 0.6241 0.2105  -0.39
C: 1.5313 0.0782 -0.7445  -0.61
H: -0.7408 2.4892 -0.1386  0.25
H: -2.2963 1.8124 -0.2418  0.28
H: 1.0369 -0.3798 -1.6082  0.31
H: 2.1565 -0.6712 -0.2489  0.22
H: 2.1663 0.8842 -1.1278  0.27

## Properties
- SMILES string: [H]/N=N/N=C(/N)OC
- Energy above the lowest of the compared OMol25 structures with the same formula, charge and spin: 108.3 kcal per mole
- Orbital gap: 9.15 eV
- DFT total energy: -373.9378 a.u.
- Highest occupied orbital energy: -8.6218 eV


2.
ORCA calculation (ωB97M-V/def2-TZVPD) on a cluster of 2 separate species, C2H6N4O in total at a distorted geometry.

Last column: Mulliken charge in e.
Geometry (Å):
C: -0.0476 0.1989 -0.6789  0.11
C: -2.1164 0.9231 0.1380  -0.69
N: 3.7281 0.1562 -0.9536  -0.53
N: 3.7038 -0.4288 0.0052  0.95
N: 1.0035 -0.4815 -0.6342  -0.50
N: 3.9034 -0.9331 1.0568  -0.75
O: -1.1239 -0.0199 0.2012  -0.37
H: -0.2445 1.1153 -1.3307  0.23
H: -2.9107 0.3980 0.5189  0.28
H: -2.3816 1.2935 -0.8978  0.31
H: -1.9190 1.8815 0.6220  0.31
H: 1.7247 -0.2559 -1.2264  0.35
H: 3.3534 -1.7405 1.4950  0.31

## Properties
- Energy above the lowest of the compared OMol25 structures with the same formula, charge and spin: 102.1 kcal per mole
- Orbital gap: 10.96 eV
- DFT total energy: -373.9477 a.u.
- Highest occupied orbital energy: -9.9834 eV


3.
ORCA calculation (ωB97M-V/def2-TZVPD) on a structure of composition C2H6N4O2 at a distorted geometry.

Last column: Mulliken charge in e.
Geometry (Å):
C: -0.2160 -1.1178 -0.2177  -0.29
C: 0.4370 1.2063 -0.3032  0.57
H: -0.6139 -4.1777 0.2324  0.27
H: 0.6704 -2.8289 1.0684  0.28
H: 0.8360 -1.0156 -0.2949  0.47
H: -1.5858 0.6224 0.1528  0.40
H: -0.9770 2.5299 -0.9083  0.28
H: 1.3225 3.1372 0.7033  0.38
N: 0.0242 -3.2775 0.0230  -0.54
N: -0.8825 -2.1892 -0.1549  -0.33
N: -0.6747 0.1572 -0.4102  -0.28
N: -0.3438 2.3357 -0.1921  -0.13
O: 1.5940 1.1352 0.0622  -0.59
O: 0.4096 3.4827 0.2394  -0.47

## Properties
- Energy above the lowest of the compared OMol25 structures with the same formula, charge and spin: 123.4 kcal per mole
- Orbital gap: 8.85 eV
- DFT total energy: -449.1245 a.u.
- Highest occupied orbital energy: -8.4039 eV


4.
ORCA calculation (ωB97M-V/def2-TZVPD) on an isolated molecule of C2H6N4O2.

Last column: Mulliken charge in e.
Geometry (Å):
N: 2.4505 -1.0021 -0.0285  -0.62
N: 1.1013 -0.9081 -0.0117  -0.08
C: 0.5325 0.2356 0.0282  0.25
N: 1.1581 1.4718 0.1579  -0.58
C: -0.9422 0.2957 0.0109  0.87
O: -1.5625 1.3387 -0.0618  -0.69
O: -1.5236 -0.9014 0.0805  -0.19
N: -2.9438 -0.8885 0.1267  -0.46
H: 2.9718 -0.2676 0.4428  0.23
H: 2.7427 -1.9377 0.2157  0.25
H: 1.9932 1.5987 -0.3946  0.22
H: 0.5021 2.2369 0.0718  0.26
H: -3.2612 -1.3707 -0.7126  0.25
H: -3.2189 0.0986 0.0745  0.28

## Properties
- SMILES string: N/N=C(\N)C(=O)ON
- Energy above the lowest of the compared OMol25 structures with the same formula, charge and spin: 44.6 kcal per mole
- Orbital gap: 9.44 eV
- DFT total energy: -449.2500 a.u.
- Highest occupied orbital energy: -8.5647 eV


5.
ORCA calculation (ωB97M-V/def2-TZVPD) on an isolated molecule of C2H6N4O2 at a distorted geometry.

Last column: Mulliken charge in e.
Geometry (Å):
N: 1.0510 -0.0846 2.4777  -0.49
C: 0.2936 -0.5526 1.4320  0.44
O: -0.1879 -1.6741 1.4919  -0.53
N: -0.0734 0.4982 0.5753  -0.22
C: -0.2262 0.2933 -0.7628  0.52
N: -0.5979 1.3618 -1.5183  -0.52
N: -0.0819 -0.9171 -1.2149  -0.38
O: -0.5704 -1.0265 -2.5297  -0.48
H: 1.8145 0.5307 2.2347  0.24
H: 1.3065 -0.8293 3.1164  0.26
H: 0.0887 1.4421 0.8776  0.26
H: -1.3220 1.9375 -1.1086  0.21
H: -0.8848 1.0172 -2.4330  0.33
H: -0.6096 -1.9964 -2.6384  0.36

## Properties
- SMILES string: NC(=O)N/C(N)=N/O
- Energy above the lowest of the compared OMol25 structures with the same formula, charge and spin: 18.2 kcal per mole
- Orbital gap: 9.07 eV
- DFT total energy: -449.2922 a.u.
- Highest occupied orbital energy: -8.3869 eV


6.
ORCA calculation (ωB97M-V/def2-TZVPD) on an isolated molecule of C2H6N4O2 at a distorted geometry.

Last column: Mulliken charge in e.
Geometry (Å):
N: 1.0314 2.0891 -0.2783  -0.63
N: 1.4403 0.8449 0.0379  -0.39
C: 0.4435 0.0718 0.3506  0.55
N: 0.5595 -1.2761 0.1986  -0.21
O: 1.9238 -1.6472 -0.3343  -0.51
N: -0.9136 0.3202 0.6018  -0.21
C: -1.8900 -0.4115 -0.2923  0.08
O: -3.0722 -0.0068 -0.2588  -0.52
H: 1.1162 2.7974 0.5835  0.24
H: 1.8274 2.2349 -1.2006  0.29
H: 0.3997 -2.1880 0.7570  0.30
H: 2.6511 -1.1218 0.2390  0.36
H: -1.4866 1.1522 0.8039  0.31
H: -1.4656 -1.4506 -0.7077  0.34

## Properties
- SMILES string: N/N=C(/NO)NC=O
- Energy above the lowest of the compared OMol25 structures with the same formula, charge and spin: 128.6 kcal per mole
- Orbital gap: 9.25 eV
- DFT total energy: -449.1162 a.u.
- Highest occupied orbital energy: -8.5234 eV


7.
ORCA calculation (ωB97M-V/def2-TZVPD) on an isolated molecule of C2H6N4OS at a distorted geometry.

Last column: Mulliken charge in e.
Geometry (Å):
N: 1.6897 -0.3819 0.6518  -0.67
N: 0.6136 -0.7413 -0.2908  -0.05
C: -0.5083 0.1375 -0.4072  0.45
N: -0.5810 1.2455 0.1858  -0.34
C: -0.0491 1.5739 1.2391  -0.42
S: 0.7794 2.9839 1.7592  -0.28
N: -1.4305 -0.3938 -1.2277  -0.06
O: -1.3959 -1.7315 -1.1809  -0.51
H: 2.4124 0.0109 -0.2516  0.30
H: 1.4303 0.1801 1.5128  0.28
H: 0.4940 -1.7646 -0.5137  0.28
H: 0.1183 0.9200 2.1064  0.37
H: -2.3192 0.1784 -1.4522  0.29
H: -1.2536 -2.2171 -2.1310  0.36

## Properties
- SMILES string: NN/C(=N\C=S)NO
- Energy above the lowest of the compared OMol25 structures with the same formula, charge and spin: 161.6 kcal per mole
- Orbital gap: 7.55 eV
- DFT total energy: -772.0408 a.u.
- Highest occupied orbital energy: -7.6483 eV


8.
ORCA calculation (ωB97M-V/def2-TZVPD) on a structure of composition C2H6N4S at a distorted geometry.

Last column: Mulliken charge in e.
Geometry (Å):
C: -2.2401 -0.0530 -0.2795  -1.08
C: -1.0758 -0.6734 0.3774  -0.11
N: 2.5712 1.6621 0.0259  -0.62
N: 0.1113 -0.0013 -0.1658  -0.04
N: 1.2279 -0.1050 0.5826  -0.50
N: 2.3360 0.4230 0.0609  0.76
S: 3.3184 -0.8538 -0.1816  -0.21
H: -2.6712 0.8038 0.2099  0.30
H: -1.8839 0.2443 -1.2775  0.34
H: -2.9393 -0.7728 -0.5149  0.36
H: -1.0210 -1.7499 -0.0069  0.22
H: -1.2311 -0.8044 1.5196  0.30
H: 3.4978 1.8805 -0.3501  0.29

## Properties
- Energy above the lowest of the compared OMol25 structures with the same formula, charge and spin: 122.6 kcal per mole
- Orbital gap: 8.02 eV
- DFT total energy: -696.8306 a.u.
- Highest occupied orbital energy: -8.9314 eV


9.
ORCA calculation (ωB97M-V/def2-TZVPD) on an isolated molecule of C2H6N4S at a distorted geometry.

Last column: Mulliken charge in e.
Geometry (Å):
N: 3.4560 0.9219 0.8822  -0.67
N: 2.6479 0.3881 -0.1284  -0.01
C: 1.3467 0.0595 0.0282  0.07
N: 0.6945 -0.5617 -0.8984  -0.64
C: -0.6628 -0.7138 -0.6846  0.09
N: -1.3565 0.1317 -0.0134  -0.44
S: -3.0141 -0.2641 0.1757  -0.17
H: 3.1046 1.8270 1.1514  0.26
H: 3.4370 0.3193 1.7024  0.26
H: 3.1090 0.1417 -0.9856  0.27
H: 0.8998 0.3297 0.9601  0.45
H: -1.1260 -1.6002 -1.1608  0.40
H: -3.3966 0.9745 0.5656  0.15

## Properties
- SMILES string: NN/C=N/C=N/S
- Energy above the lowest of the compared OMol25 structures with the same formula, charge and spin: 44.2 kcal per mole
- Orbital gap: 8.96 eV
- DFT total energy: -696.9557 a.u.
- Highest occupied orbital energy: -8.1520 eV


10.
ORCA calculation (ωB97M-V/def2-TZVPD) on a cluster of 2 separate species, C2H6N4S in total at a distorted geometry.

Last column: Mulliken charge in e.
Geometry (Å):
C: 0.5773 0.2810 -0.7710  -0.12
C: 1.3412 0.9268 0.3382  -1.00
N: -1.4780 0.8744 0.3272  -0.09
N: 0.1734 -0.9897 -0.6755  0.29
N: 0.4972 -1.9675 0.1096  -0.92
N: -2.4702 0.3331 0.3907  0.14
S: -3.6364 -0.6240 0.1857  -0.13
H: -0.0501 0.8149 -1.4394  0.46
H: 1.4659 0.2065 1.2106  0.28
H: 0.7871 1.7374 0.7835  0.30
H: 2.2807 1.2764 0.0325  0.30
H: -0.2370 -1.2590 -1.5650  0.29
H: 0.7489 -1.6104 1.0728  0.22

## Properties
- Energy above the lowest of the compared OMol25 structures with the same formula, charge and spin: 96.9 kcal per mole
- Orbital gap (spin up / spin down): 7.88 / 7.89 eV
- DFT total energy: -696.8716 a.u.
- Highest occupied orbital energy (spin up / spin down): -7.5740 / -7.5809 eV